The following is a DFT calculation (ωB97M-V/def2-TZVPD) of a 7-piece molecular cluster, C48H113N7O12 overall at a distorted geometry.

```
180
Properties=species:S:1:pos:R:3
O 4.14479 -5.01295 5.84651
O 0.08292 4.65984 -11.27040
O 5.29290 -9.03601 1.90993
O -4.42237 5.76722 9.49973
O -1.51965 8.41053 -4.51486
O -5.47174 3.45264 -6.95250
O 0.14232 -0.57694 -1.49266
O -5.11596 -0.87754 -0.71228
O -4.00936 8.50225 -13.59297
O -6.42442 -4.90904 2.12504
O -1.89801 6.14524 4.24229
O 8.25164 -12.59522 6.14963
N 1.47693 -0.44566 -1.87651
N -1.38350 4.35375 7.68540
N 3.45571 -3.81960 5.95099
N 7.47755 -11.91880 3.00532
N -4.15823 -2.10627 1.55141
N -4.50782 6.06632 -5.40335
N -3.14941 6.28749 -12.34328
C -4.30196 2.88429 -7.45673
C -2.43562 7.66732 -5.41475
C -4.49123 5.72250 -6.84327
C 5.34355 -3.01403 7.62295
C 0.90804 4.83104 -10.02538
C 5.96566 -9.78887 2.86314
C 1.25660 -4.79432 5.67982
C -3.28346 6.51418 -4.72437
C -5.37573 -3.96920 2.48788
C -4.41421 9.85188 -14.00459
C 2.14631 -2.15238 -0.26046
C 4.48286 -0.28924 -1.68281
C -2.07632 5.32157 -12.48543
C -3.03654 5.75102 9.14838
C -5.25292 0.04215 0.41665
C 7.42940 -13.28323 5.19302
C -7.69358 -4.38367 2.23524
C 3.56936 -1.35791 6.80878
C 2.17179 -4.77348 8.02126
C -1.01925 5.26866 6.56921
C -6.04607 -0.40152 -1.73233
C -3.99360 6.18955 -13.55659
C 1.44551 -2.70297 6.94482
C -5.24137 -3.01878 1.23693
C 2.20108 0.97612 0.15563
C -2.79709 4.47449 8.26865
C -0.24084 7.75834 -4.27800
C -4.89395 7.41654 -13.86721
C 3.58946 0.97380 -1.88533
C -1.93097 5.14635 5.30107
C 2.32490 -1.58445 7.60261
C 2.12600 0.76252 -1.39302
C 6.76285 -12.31414 4.23459
C -4.55254 -0.63800 1.66579
C 1.27430 1.95625 -1.98556
C -1.13690 5.44800 -11.26268
C 2.23955 -1.68178 -1.68413
C 1.60097 -2.59525 -2.76647
C -5.70841 4.88386 -7.21742
C 6.87520 -10.84945 2.17653
C -0.95887 5.98034 3.24093
C -4.78249 6.60768 10.64979
C 6.06764 -8.13114 1.16476
C 5.23244 -2.37774 5.23091
C 2.10198 -4.02486 6.63507
C 8.70055 -13.36118 7.25132
C 4.33069 -2.68697 6.39006
C 3.77562 -1.52266 -2.04551
H -0.91235 6.50621 -11.12905
H -3.52975 -0.27319 1.76022
H 0.23085 7.56701 -5.24185
H 7.99463 -12.51089 2.37116
H 4.30680 -0.77714 7.36284
H 2.31068 2.05075 0.30147
H -4.47654 6.66794 -7.38551
H 9.21643 -14.21578 6.81356
H 7.96927 -13.69067 7.98940
H 0.23249 1.85392 -1.68183
H 0.01930 5.82549 3.69624
H 1.94653 -3.62731 -2.82584
H -2.41657 5.77638 10.04453
H 5.29154 -10.20419 3.61225
H 1.69882 -5.73120 5.34100
H 6.36685 -11.41233 1.39369
H 2.34782 -3.21925 -0.35678
H -3.52228 -2.10209 0.76677
H -6.26813 0.37212 0.63706
H -1.17328 6.31950 6.81440
H 3.98974 1.82168 -1.32948
H 6.05354 -1.71663 5.50812
H -1.12609 5.05414 2.69112
H -3.32419 5.94509 -14.38135
H -0.43021 6.93773 -3.58603
H 6.70880 -13.76758 5.85199
H -4.48523 1.81396 -7.55106
H -2.86632 3.74188 9.07276
H 9.45755 -12.74880 7.74126
H -1.63871 5.15342 -10.34100
H -2.72252 7.20283 -12.33952
H -6.20691 -2.53341 1.09464
H -2.93317 8.32761 -6.12508
H -3.62881 10.60768 -14.00597
H 0.83820 -2.28550 6.14171
H 1.14033 -2.18631 0.15782
H -4.12523 3.17243 -8.49299
H 3.47022 -0.79347 5.88159
H -2.53834 4.33526 -12.44262
H -2.72523 6.63036 8.58452
H 0.23651 -5.05311 5.96364
H -1.38893 5.32124 -13.33137
H -5.25841 10.13164 -13.37437
H 6.48673 -7.22557 1.60342
H 4.67918 -2.22792 4.30379
H -4.42881 7.63812 10.61542
H -2.97982 5.06059 5.58510
H -0.35258 -0.71798 -2.30309
H -4.51676 -4.62546 2.62790
H -8.51131 -5.07437 2.02939
H 1.09085 -4.18429 4.79185
H -0.88583 6.76060 2.48333
H 1.63845 -2.16001 -3.76510
H -7.77261 -3.52188 1.57253
H 5.69036 -12.47494 4.12499
H 1.32237 2.08525 -3.06683
H 2.74831 -4.28494 8.80679
H 4.84616 -3.79725 8.19503
H -1.80414 7.27092 -6.20986
H 0.62780 -2.94770 7.62273
H 3.80462 -5.21204 4.97116
H 3.05522 0.49683 0.63399
H -4.33068 6.21926 11.56253
H 6.78232 -8.55033 0.45652
H 5.40265 -7.72588 0.40210
H -5.59294 0.48924 -2.16742
H 5.46868 -0.05549 -2.08483
H 6.68109 -11.37971 4.78980
H 2.94672 -1.91687 0.44095
H 5.52998 -2.24129 8.36875
H 0.43930 4.71657 -9.04799
H 7.75859 -10.32485 1.81249
H 0.36195 8.45487 -3.69525
H 1.38391 5.80654 -9.92513
H -5.31874 7.27990 -14.86168
H 1.24681 0.70927 0.60980
H -5.79639 4.94822 -8.30196
H 1.78183 -0.64158 7.66724
H -2.78343 5.56651 -4.52443
H 0.04517 5.21433 6.34082
H 2.73088 -5.68178 7.79651
H -6.22715 -1.15435 -2.49951
H -5.82012 7.38778 -13.29320
H 4.34672 -2.32085 -1.57135
H -6.68147 5.21612 -6.85565
H -5.09655 -0.43899 2.58913
H -3.55903 6.81953 -3.71495
H 2.72286 -1.77306 8.59969
H 1.22340 -5.18667 8.36469
H 0.51268 -2.60560 -2.82656
H 5.79308 -3.30167 5.08900
H -5.53703 -3.47901 3.44798
H 4.01948 -1.66341 -3.09851
H -7.95635 -3.97959 3.21287
H -5.82562 6.45227 10.92515
H 1.71156 4.09542 -10.06156
H 3.62845 1.24092 -2.94137
H -1.65004 4.18674 4.86708
H -4.68190 0.96073 0.28160
H -1.29130 3.51124 7.13605
H -4.61186 5.29191 -13.54721
H -3.41406 2.86636 -6.82474
H -7.03966 -0.13758 -1.37008
H -4.91616 5.29853 -4.88967
H 6.22831 -3.54201 7.26723
H -3.53724 5.26741 -7.10951
H 7.95374 -14.02607 4.59190
H -5.14768 -3.52055 0.27384
H -4.78960 9.83207 -15.02771
H 4.67515 -0.42526 -0.61857
H 1.68476 2.91127 -1.65761
H -3.53662 4.28978 7.48950
H 6.69141 -9.18467 3.40751
```

Values from the calculation:
SMILES: CC1(C)CCCC(C)(C)N1O.CC1(C)CCCC(C)(C)N1O.COCCNCCOC.COCCNCCOC.COCCNCCOC.COCCNCCOC.COCCNCCOC
Energy relative to the best compared isomer or geometry (same formula, charge and spin) in kJ/mol: 785.84
Electronic energy in eV: -86591.1115